Here is a cluster of 2 separate species, C6H3N2O5 in total in a non-equilibrium geometry from the Open Molecules 2025 dataset. Energies are from ωB97M-V with the def2-TZVPD basis set.

```
16
Properties=species:S:1:pos:R:3:forces:R:3
C -1.2125 -2.4436 -0.4261 0.886 -4.574 -1.526
C -0.9652 1.0372 -0.2605 -0.073 0.967 -1.112
C 0.9409 -0.3726 0.2686 -3.837 -1.155 -0.435
C 3.7327 0.5416 -0.0800 0.463 1.062 -1.539
C -1.9738 -0.0749 -0.0658 0.851 -1.621 1.249
C -1.3880 -1.4103 0.3806 1.112 4.438 1.613
N -1.0318 -3.5453 -0.8438 -0.415 1.928 0.007
N 0.3732 0.8393 -0.0914 2.580 -0.462 1.766
O 4.4872 -0.1869 0.4056 0.771 -0.377 0.714
O -1.2868 2.1491 -0.6179 -0.789 0.330 0.211
O 2.1027 -0.6300 0.4049 -0.324 0.026 0.345
O 3.2975 1.4180 -0.7390 -0.211 -0.331 0.715
O -2.9964 0.4433 0.7816 1.846 1.106 2.856
H -2.5274 -0.2233 -0.9349 -0.593 -0.093 -2.086
H 0.9080 1.6669 0.2259 -0.422 -0.266 -1.022
H -2.4602 0.7915 1.5920 -1.845 -0.978 -1.758
```
Positions in Å, forces in eV/Å.

## Properties
HOMO-LUMO gap (alpha / beta) in eV: 7.0417 / 6.8456
Total charge: -1
Lowest unoccupied orbital energy (alpha / beta) in eV: 3.004 / 2.788
Highest occupied orbital energy (alpha / beta) in hartree: -0.14838 / -0.14911

Here are the Löwdin charges for atoms 1 to 5, given in e: -0.431, -0.437, -0.185, -0.514, -0.384

Here is the ion C6H13N2 with charge +1 in a non-equilibrium geometry from the Open Molecules 2025 dataset. Energies are from ωB97M-V with the def2-TZVPD basis set.

```
21
Properties=species:S:1:pos:R:3:forces:R:3
C -0.0298 0.7647 -0.1709 -0.200 -2.014 1.193
C 0.3128 -1.0528 1.8178 0.831 -1.330 1.365
C 1.4577 -0.8323 0.7991 3.134 -0.518 0.760
C -1.0370 -1.0449 1.2309 -0.349 3.318 -2.486
C -1.6302 -1.8452 0.0805 -1.938 0.721 0.330
C 0.3730 2.4538 -2.0043 -0.118 1.224 3.551
N 1.1981 0.2332 -0.1186 -1.165 2.422 -1.189
N -0.4369 1.7069 -0.9737 1.540 -0.248 -0.702
H 0.4157 -2.0818 2.3144 0.276 1.045 -0.772
H 0.4434 -0.3383 2.6827 -0.532 -0.521 -1.167
H 2.4599 -0.5184 1.3326 -2.003 -0.907 -0.499
H 1.7539 -1.6937 0.1691 -0.522 -0.091 0.721
H -1.7442 -0.3212 1.6844 0.296 -0.899 0.012
H -2.1069 -1.1001 -0.6629 0.874 -1.160 1.194
H -2.5454 -2.4544 0.4111 1.343 0.759 -0.056
H -0.9657 -2.5065 -0.4398 0.505 -0.181 -0.141
H 0.6159 3.4448 -1.4521 0.321 -1.612 -1.406
H -0.3605 2.6530 -2.7050 -0.914 0.605 -1.969
H 1.1972 1.8836 -2.4100 0.139 0.059 0.128
H 2.0099 0.6215 -0.6588 -1.074 -0.571 0.800
H -1.3807 2.0279 -0.9265 -0.443 -0.102 0.333
```
Positions in Å, forces in eV/Å.

## Properties
HOMO-LUMO gap in eV: 8.5802
Total charge: +1
Lowest unoccupied orbital energy in eV: -4.593
Highest occupied orbital energy in hartree: -0.48411

Here are the Löwdin charges for atoms 1 to 5, given in e: -0.102, -0.193, -0.196, -0.008, -0.069

Here is a structure of composition C8H51ClI2N2O22 from the Open Molecules 2025 dataset. Energies are from ωB97M-V with the def2-TZVPD basis set.

```
86
Properties=species:S:1:pos:R:3:forces:R:3
C 2.6967 -0.3933 0.9232 0.231 -0.062 -0.168
C 2.4884 0.4268 -0.3277 -0.218 -0.029 0.118
I 4.3129 1.0145 -1.1756 -0.100 0.001 -0.024
C 1.3039 0.7717 -0.8481 0.125 0.079 0.022
I 1.1956 1.9128 -2.6159 0.016 -0.292 0.000
C -0.0613 0.4107 -0.1860 0.052 0.000 0.019
C -0.2380 1.1214 1.1788 -0.236 0.250 -0.274
C -1.1677 0.9499 -1.0109 0.315 -0.143 -0.025
N -2.0383 1.3726 -1.6256 -0.325 0.032 0.179
C -0.3045 -1.1651 -0.1102 -0.322 -0.006 -0.220
Cl -0.1242 -1.9021 1.5265 -0.030 0.137 -0.166
C -1.6786 -1.5214 -0.5051 0.805 0.344 0.197
N -2.7613 -1.7729 -0.7657 -0.637 -0.210 -0.121
H 2.4509 0.1760 1.8232 -0.048 -0.125 -0.073
H 2.1158 -1.3098 0.8815 0.047 0.146 0.076
H 3.7387 -0.6959 1.0182 -0.114 0.082 0.006
H -1.0959 0.6999 1.7049 0.194 0.034 0.039
H 0.6511 1.0829 1.8007 -0.170 -0.208 -0.025
H -0.4697 2.1696 0.9659 0.182 -0.075 0.104
H 0.3932 -1.6803 -0.7782 0.024 0.021 0.266
O -5.1928 -3.8899 0.1017 0.156 0.251 -0.062
H -4.5200 -3.2715 -0.2141 0.099 -0.118 -0.037
H -5.1603 -4.5934 -0.5627 -0.246 -0.077 0.109
O -5.1404 1.2568 -2.6048 -0.080 0.021 0.007
H -4.3570 0.9530 -2.1356 0.187 0.025 -0.147
H -5.8652 1.0407 -2.0028 -0.116 0.142 0.103
O 3.2757 4.6587 -4.2639 -0.061 -0.033 -0.351
H 2.7387 5.4431 -4.0951 0.018 -0.009 0.146
H 2.7270 3.9259 -3.9665 0.094 -0.014 0.181
O -5.3388 -0.9832 1.5132 0.040 0.081 0.142
H -4.5408 -0.4562 1.4021 -0.015 0.019 -0.026
H -5.1135 -1.8668 1.2003 -0.173 0.002 -0.066
O 2.7731 6.8265 -2.4158 -0.012 0.038 -0.034
H 2.5170 7.5586 -1.8475 -0.016 0.022 -0.036
H 3.7279 6.8983 -2.5145 0.010 -0.051 0.052
O 5.7419 -0.4269 2.5413 -0.012 -0.188 -0.077
H 6.2657 0.0318 1.8605 0.038 0.174 0.146
H 6.3848 -0.8967 3.0823 0.016 0.085 0.042
O -6.7680 1.5798 0.0515 -0.046 0.022 -0.020
H -6.8150 0.9210 0.7554 0.124 -0.128 -0.104
H -6.2236 2.2852 0.4167 0.078 -0.068 0.004
O 3.6102 -0.1655 4.3505 0.146 0.302 0.146
H 3.1983 0.7046 4.4044 -0.108 -0.054 -0.085
H 4.3252 -0.0701 3.6920 -0.098 -0.107 -0.123
O 5.7371 0.7137 6.0973 -0.050 0.125 0.014
H 5.5477 0.7806 7.0389 0.019 -0.044 0.005
H 4.9063 0.4145 5.6889 0.041 -0.220 -0.042
O -0.5566 0.5095 4.2377 -0.068 -0.034 0.040
H -0.4978 -0.4202 4.4801 0.055 0.014 0.019
H -1.5018 0.6946 4.2269 0.006 0.031 0.046
O 1.9179 2.3070 -5.8502 0.066 0.058 0.001
H 2.4535 3.0865 -6.0447 0.018 0.036 0.062
H 1.9016 1.8040 -6.6697 -0.049 0.021 -0.006
O -6.1608 -6.4588 -0.7762 0.149 -0.045 0.083
H -6.2836 -6.2819 0.1657 -0.181 -0.055 0.062
H -6.9861 -6.8716 -1.0445 -0.013 0.070 -0.055
O -7.2085 1.1137 -4.8345 0.020 0.098 -0.007
H -7.7597 1.9002 -4.7978 0.003 -0.001 -0.008
H -6.3975 1.3570 -4.3689 -0.002 -0.174 0.066
O 5.5432 3.5885 6.1860 -0.018 0.025 -0.071
H 6.4169 3.9862 6.2250 -0.004 0.006 -0.014
H 5.6940 2.6709 5.9077 0.046 -0.035 0.107
O -3.7204 2.0974 1.3569 0.026 -0.122 0.001
H -3.3430 2.9408 1.6256 -0.012 0.009 -0.006
H -3.3429 1.9227 0.4863 -0.041 0.077 -0.124
O -3.4769 2.8634 -4.9213 0.008 0.019 0.100
H -2.6944 2.5265 -4.4732 -0.004 -0.001 -0.004
H -4.1887 2.6756 -4.2971 0.001 -0.075 0.027
O 7.4845 0.6608 0.6454 -0.042 -0.011 -0.178
H 8.1213 1.3579 0.4667 -0.029 0.037 0.067
H 7.5822 0.0215 -0.0734 0.223 -0.062 0.104
O 2.1137 -2.7242 -1.2935 0.085 0.082 -0.018
H 2.6400 -3.5276 -1.2563 -0.031 -0.016 0.020
H 2.2394 -2.3725 -2.1905 -0.099 -0.079 -0.079
O -2.3175 -4.5039 0.6606 0.154 -0.112 -0.005
H -1.5781 -3.8902 0.7062 0.008 -0.068 0.099
H -2.7784 -4.4016 1.4987 -0.099 -0.006 -0.056
O 1.8272 -1.9668 -4.0342 0.030 0.057 -0.034
H 1.7646 -1.1042 -4.4597 0.025 0.042 0.081
H 1.2123 -2.5345 -4.5095 -0.021 0.001 0.030
O -7.4708 -5.8177 1.9881 0.117 -0.017 -0.058
H -7.7691 -6.2698 2.7824 0.030 -0.009 0.001
H -6.9148 -5.0931 2.2953 -0.040 0.066 -0.073
O 8.1444 -2.1370 -0.1811 -0.191 0.075 -0.005
H 8.7621 -2.5128 0.4540 0.043 0.045 -0.017
H 7.2796 -2.2365 0.2335 0.008 -0.121 -0.016
```
Positions in Å, forces in eV/Å.

## Properties
HOMO-LUMO gap in eV: 8.9878
Lowest unoccupied orbital energy in eV: -0.313
Highest occupied orbital energy in hartree: -0.34180

Here are the Löwdin charges for atoms 1 to 5, given in e: -0.174, -0.798, 0.938, -0.686, 1.054

Calculated ΔE to the lowest compared entry with this formula, charge and spin (kcal/mol), listed in the same order as above: 63.35; 75.18; 0.00